Density functional theory data (ωB97M-V/def2-TZVPD) for C37H35BaNSbSe2 as an isolated structure in a non-equilibrium geometry.

Summary:
LUMO = -0.097 hartree
HOMO energy = -9.955 eV
charge = +1
electronic energy = -6553.9853 Ha
Kohn-Sham gap = 0.2686 Ha

Structure (XYZ):
```
77
Properties=species:S:1:pos:R:3:forces:R:3
Ba 0.469974 1.209205 -0.036739 -0.535 0.336 0.149
C 2.990832 0.197962 2.965208 0.375 -0.897 0.404
Se 2.961128 2.090661 2.623817 0.243 0.331 -0.210
C 1.671892 2.690076 3.958771 0.345 -0.184 0.393
C 0.383245 2.860053 3.218979 0.367 -0.116 -2.060
Se 0.449197 4.210887 1.628147 -0.614 -1.400 1.612
C -1.488549 4.404135 1.911945 0.507 1.057 -0.093
H 3.999375 0.023376 3.330490 -0.082 -0.280 0.374
H 2.957036 -0.364841 2.014249 -0.429 0.264 0.519
H 2.235138 -0.154001 3.722511 0.763 0.460 -1.027
H 2.050759 3.642268 4.298470 0.086 0.293 0.199
H 1.694123 2.000267 4.846428 -0.315 0.465 -1.002
H -0.504577 3.179006 3.699926 -0.520 0.264 1.039
H 0.155724 1.936329 2.668313 -0.217 -0.021 0.545
H -2.097501 3.521404 2.046634 0.311 -0.531 -0.276
H -1.761304 4.948469 1.031918 -0.696 0.231 -0.456
H -1.624029 5.048805 2.776368 0.017 0.046 0.021
C -3.143847 3.643150 -2.749193 0.983 0.563 -0.987
C -2.536880 3.683802 -4.006920 -1.903 -0.016 -1.225
C -1.365237 3.019544 -4.255460 0.796 0.416 1.301
C -0.617824 2.517689 -3.155926 -1.183 0.032 -0.430
C -1.172651 2.499165 -1.834878 1.644 -0.173 -0.512
C -2.410961 3.101615 -1.714426 -0.583 -0.259 -0.611
C 0.664207 1.851941 -3.452711 -1.467 -1.381 0.988
C 0.812596 1.162066 -4.711970 1.606 0.935 -0.034
C 2.035814 0.585085 -4.928585 0.159 -0.400 -0.762
C 3.016747 0.560462 -3.912501 -0.266 -0.735 1.109
C 4.277113 -0.039476 -4.061456 0.825 -0.435 0.081
C 5.266095 0.075903 -3.096325 -0.823 0.217 0.412
C 4.916238 0.619932 -1.818473 -0.430 0.858 -1.022
C 3.591433 0.998364 -1.576715 1.354 -0.588 -1.001
C 2.652435 1.015976 -2.626051 0.346 0.489 -0.355
N 1.468911 1.657280 -2.401825 0.159 0.134 -1.459
H -4.123346 4.071130 -2.606801 -0.106 0.070 0.109
H -3.087595 4.094750 -4.888530 0.448 -0.239 0.938
H -1.023196 3.005147 -5.272440 0.363 -0.045 -0.250
H -2.935587 3.084051 -0.806939 -0.473 -0.081 1.631
H 0.078446 1.283339 -5.510210 0.211 -0.254 0.475
H 2.388195 0.120605 -5.868793 -0.796 0.320 0.348
H 4.467034 -0.663231 -4.934465 0.114 0.570 -0.189
H 6.291628 -0.213152 -3.334852 -0.384 -0.071 0.272
H 5.717688 0.990713 -1.178771 -0.282 -0.695 0.313
H 3.291658 1.455495 -0.666418 0.129 0.481 0.863
C -2.088881 -6.365104 2.358221 1.113 0.355 0.262
C -2.623221 -5.298869 3.080733 -0.180 0.286 -0.928
C -2.040158 -4.032606 3.019193 0.630 0.174 -0.506
C -0.811205 -3.837858 2.355931 -0.064 -0.590 -0.578
C -0.270424 -4.920030 1.646567 -0.002 -1.237 0.907
C -0.891804 -6.190176 1.656746 -0.300 0.970 -0.004
Sb 0.307114 -1.987541 2.107995 -1.906 -0.297 0.093
C -1.516414 -0.739135 2.246752 0.659 0.274 -1.145
C -1.705186 -0.229433 3.517355 -0.591 -0.232 -0.043
C -2.768197 0.658676 3.782872 1.267 -0.234 0.483
C -3.526637 1.085815 2.731011 -1.515 0.075 -0.170
C -3.321650 0.610585 1.413174 0.121 1.722 -0.020
C -2.310123 -0.268312 1.134267 0.914 -0.680 2.289
C 0.196239 -2.080941 -0.028523 0.374 -0.268 1.100
C 1.394122 -2.001667 -0.721775 0.498 1.029 -0.090
C 1.429260 -2.417463 -2.032173 1.122 -1.195 -1.217
C 0.342696 -3.109859 -2.593261 1.179 0.831 0.140
C -0.848330 -3.123995 -1.904393 -1.468 -0.278 -0.686
C -0.935938 -2.615707 -0.624299 0.502 0.248 -0.294
H -2.517785 -7.346794 2.421220 -0.352 -0.200 -0.110
H -3.600538 -5.415734 3.524772 0.036 0.008 0.330
H -2.571266 -3.168531 3.392176 -0.004 -0.013 0.401
H 0.727637 -4.913131 1.211347 -0.197 0.461 -0.244
H -0.453877 -6.996771 1.071962 -0.069 0.087 0.258
H -1.049488 -0.630246 4.286697 -0.188 0.440 0.296
H -2.886252 1.084276 4.785536 -0.190 -0.332 -0.378
H -4.399115 1.716811 2.988884 0.715 -0.111 -0.601
H -3.773146 1.166240 0.584236 -0.438 -0.630 0.272
H -2.130393 -0.637711 0.149297 0.022 0.052 -0.560
H 2.314301 -1.543829 -0.286064 -0.726 -0.505 -0.192
H 2.391725 -2.367110 -2.591518 -0.871 0.033 0.416
H 0.493819 -3.598512 -3.547935 -0.347 0.176 -0.061
H -1.765935 -3.482487 -2.399915 0.603 -0.120 0.370
H -1.852522 -2.628259 -0.070887 -0.395 -0.330 0.077
```
Positions in Å, forces in eV/Å.

***

Density functional theory data (ωB97M-V/def2-TZVPD) for C37H35CrN5OPS as an isolated structure.

Summary:
LUMO (alpha / beta) = -0.255 / -0.237 hartree
HOMO energy (alpha / beta) = -13.511 / -13.492 eV
2S+1 = 2
charge = +2
electronic energy = -3563.5502 Ha
Kohn-Sham gap (alpha / beta) = 0.2414 / 0.2593 Ha

Structure (XYZ):
```
81
Properties=species:S:1:pos:R:3:forces:R:3
Cr 0.962641 -0.665974 -0.585673 -0.378 0.117 -0.110
N 3.757004 1.479480 1.860682 -0.005 0.036 0.072
C 2.830475 0.666282 1.358939 -0.015 -0.091 -0.082
S 2.906892 0.330558 -0.378857 0.314 0.154 0.134
N 1.945379 0.123672 2.145914 0.049 0.128 0.126
N 1.039503 -0.615964 1.465869 -0.028 -0.064 -0.204
C 0.091344 -1.209424 2.119527 0.015 0.006 0.061
C -0.131017 -1.106787 3.574285 0.027 0.019 -0.015
C -1.368978 -0.658139 4.036072 0.003 -0.006 0.005
C -1.594343 -0.532042 5.397464 0.007 -0.001 0.043
C -0.594473 -0.871899 6.298761 -0.006 -0.005 -0.006
C 0.633602 -1.329492 5.840420 0.004 -0.001 -0.006
C 0.873390 -1.437709 4.480311 -0.021 0.002 0.012
C -0.769977 -2.033637 1.262184 0.006 0.002 0.006
C -1.758286 -2.875929 1.752125 -0.014 -0.010 -0.058
C -2.464558 -3.671434 0.865979 0.020 0.025 0.019
C -2.164528 -3.617188 -0.488712 0.034 0.027 -0.028
C -1.167520 -2.762227 -0.907698 -0.010 -0.043 -0.022
N -0.484311 -1.981713 -0.060777 -0.003 -0.117 0.167
H 4.473842 1.882622 1.283796 -0.016 -0.019 -0.007
H 3.755891 1.668528 2.850393 0.009 0.010 0.006
H -2.153000 -0.398940 3.332158 0.001 0.013 -0.022
H -2.550064 -0.175536 5.757243 -0.005 0.002 -0.008
H -0.773597 -0.784763 7.361844 -0.007 0.005 0.001
H 1.407467 -1.599968 6.545771 0.004 0.001 -0.002
H 1.833783 -1.781134 4.121142 0.001 0.000 0.001
H -1.948915 -2.913940 2.814309 0.005 0.003 0.003
H -3.235796 -4.336824 1.229758 -0.002 -0.005 0.002
H -2.690164 -4.227137 -1.208889 0.000 -0.002 -0.007
H -0.904092 -2.671940 -1.953368 -0.019 -0.035 -0.008
C 3.329094 -3.579789 -3.531314 0.012 -0.003 -0.001
C 2.749139 -2.482970 -2.637512 -0.039 -0.009 -0.056
C 2.394724 -3.070043 -1.280622 0.006 0.058 0.149
C 1.531338 -1.864599 -3.314203 0.136 -0.145 -0.027
C 1.816339 -1.271419 -4.687736 -0.011 -0.006 -0.007
O 1.020899 -0.063704 -4.694958 -0.022 0.033 0.054
C 0.668012 0.215353 -3.453181 0.037 0.044 -0.082
N 0.959493 -0.705315 -2.577170 -0.142 0.049 0.035
C -0.031300 1.507510 -3.302237 -0.043 0.020 0.008
C -0.217086 2.231878 -4.486102 -0.009 0.007 -0.022
C -0.937332 3.412600 -4.501840 -0.005 -0.002 0.000
C -1.506383 3.888373 -3.332821 0.017 -0.020 0.017
C -1.320504 3.188580 -2.151168 0.020 0.000 -0.017
C -0.574313 2.013894 -2.108262 -0.041 0.075 -0.021
P -0.412527 1.270734 -0.458748 0.186 -0.175 -0.087
C -2.141548 0.963116 -0.005272 0.020 -0.067 -0.006
C -2.807984 0.009763 -0.779306 -0.089 0.015 0.008
C -4.139433 -0.282232 -0.542904 0.020 0.026 0.001
C -4.822315 0.380753 0.471270 0.006 -0.027 -0.018
C -4.172936 1.343216 1.226997 -0.020 0.013 0.021
C -2.836361 1.641004 0.990718 0.008 0.025 0.018
C 0.261921 2.576810 0.594791 0.002 0.010 0.034
C 1.000835 3.624221 0.041962 -0.010 0.001 0.001
C 1.558526 4.590853 0.863413 -0.005 0.006 -0.006
C 1.389673 4.519250 2.239431 0.019 0.001 0.005
C 0.681644 3.464748 2.797405 0.006 -0.016 0.003
C 0.129245 2.489989 1.981571 -0.013 -0.001 -0.008
H 4.190671 -4.044379 -3.054237 0.003 0.004 0.002
H 3.662446 -3.191315 -4.493679 -0.002 0.001 -0.006
H 2.590600 -4.362877 -3.718148 -0.008 0.000 0.003
H 3.500627 -1.696628 -2.505873 -0.013 0.006 -0.002
H 1.615090 -3.830746 -1.351763 -0.011 0.012 -0.025
H 2.085394 -2.337826 -0.506287 0.025 -0.066 -0.031
H 3.271770 -3.524726 -0.818764 -0.002 -0.029 -0.029
H 0.753802 -2.634904 -3.387657 -0.004 0.007 -0.006
H 1.495643 -1.883967 -5.524170 0.020 -0.005 0.002
H 2.858909 -0.976807 -4.816503 -0.001 -0.005 0.016
H 0.197277 1.859393 -5.409834 0.004 -0.004 0.009
H -1.062393 3.949008 -5.432136 -0.002 0.003 0.000
H -2.088072 4.800123 -3.333627 -0.002 0.003 -0.007
H -1.760152 3.571005 -1.237622 0.010 -0.003 0.006
H -2.293518 -0.488388 -1.594210 -0.010 0.045 0.003
H -4.649452 -1.012001 -1.157846 -0.014 -0.002 0.004
H -5.864831 0.159711 0.656347 -0.003 -0.002 0.000
H -4.709640 1.880993 1.997218 0.000 -0.003 0.001
H -2.360327 2.417958 1.571725 0.039 -0.002 0.009
H 1.140547 3.697744 -1.028275 -0.015 -0.007 -0.018
H 2.116281 5.407355 0.424932 0.006 0.000 0.003
H 1.814965 5.283299 2.876531 -0.006 0.006 0.002
H 0.558558 3.393680 3.870058 0.003 0.005 0.000
H -0.392619 1.660321 2.440631 -0.037 -0.028 -0.004
```
Positions in Å, forces in eV/Å.

***

Density functional theory data (ωB97M-V/def2-TZVPD) for C37H35DyP2 as an isolated structure in a non-equilibrium geometry.

Summary:
LUMO (alpha / beta) = -0.279 / -0.220 hartree
HOMO energy (alpha / beta) = -13.916 / -13.939 eV
2S+1 = 6
relative energy (zero: lowest compared OMol25 entry of this formula, charge and spin) = 0.00 kJ/mol
charge = +2
electronic energy = -2998.0428 Ha
Kohn-Sham gap (alpha / beta) = 0.2327 / 0.2918 Ha

Structure (XYZ):
```
75
Properties=species:S:1:pos:R:3:forces:R:3
C 1.681315 -1.344257 -1.225295 0.194 0.251 0.247
C 1.220365 -0.067051 -1.588982 0.101 0.116 0.739
C 2.122864 1.001089 -1.684288 -0.054 -0.243 0.250
C 3.474519 0.790273 -1.421262 -0.015 -0.120 -0.024
C 3.931836 -0.481906 -1.076434 -0.304 0.095 0.032
C 3.035871 -1.547539 -0.963341 -0.126 0.198 -0.143
P -0.584936 0.219999 -1.622349 0.887 -0.327 -2.033
C -0.699062 1.734987 -2.691361 0.168 -0.099 0.625
C -1.040771 3.018753 -2.188700 0.388 -0.103 -0.486
C -1.035398 4.100300 -3.074219 -0.010 0.302 0.251
C -0.608953 3.943755 -4.392029 -0.036 -0.282 -0.072
C -0.231696 2.681986 -4.875717 -0.176 0.056 0.473
C -0.306100 1.577125 -4.024671 -0.201 0.599 -0.232
Dy -1.800943 1.720905 0.235392 -0.237 0.248 0.978
P -0.312791 -0.017926 1.664072 -0.012 -0.234 1.484
C 1.243541 0.908396 1.910938 0.027 -0.209 -0.089
C 2.448827 0.261044 2.222161 -0.194 0.354 -0.207
C 3.631549 0.997538 2.297843 -0.147 0.250 -0.096
C 3.622923 2.369100 2.015418 -0.039 -0.348 -0.022
C 2.426944 3.010494 1.682781 -0.171 0.072 0.054
C 1.226584 2.296422 1.670123 0.483 -0.197 -0.060
C -1.389524 0.603266 3.053245 0.195 -0.279 -0.147
C -2.750107 0.214079 3.077546 0.308 0.393 -0.022
C -3.562367 0.636102 4.133855 0.061 -0.137 -0.204
C -3.030326 1.438414 5.143387 0.100 -0.010 0.005
C -1.689528 1.826851 5.115377 0.041 -0.123 -0.001
C -0.858024 1.383993 4.090913 -0.277 0.213 -0.222
C -0.101311 -1.778668 1.972312 -0.136 -0.608 0.047
C -0.650174 -2.698434 1.052745 0.326 0.197 0.265
C -0.510108 -4.068294 1.272232 0.051 0.087 0.217
C 0.131479 -4.531026 2.429230 -0.007 0.332 -0.205
C 0.634410 -3.623387 3.368232 -0.060 0.307 -0.106
C 0.513971 -2.246066 3.148425 -0.079 -0.259 -0.303
C -1.162894 -1.149373 -2.667172 -0.677 -0.180 -0.187
C -0.305085 -1.856146 -3.525512 -0.132 -0.162 0.005
C -0.787874 -2.925704 -4.286154 -0.150 0.297 0.207
C -2.137189 -3.280880 -4.206532 0.092 0.257 0.246
C -3.007719 -2.559009 -3.379032 0.119 0.077 -0.094
C -2.530504 -1.488561 -2.624114 0.392 -0.205 -0.075
H -3.160011 -0.421019 2.278265 0.188 0.152 0.417
H -4.608324 0.327875 4.168160 0.301 0.096 0.028
H -3.658401 1.750613 5.974024 0.064 -0.016 -0.197
H -1.278448 2.461122 5.899704 -0.154 -0.204 -0.123
H 0.198327 1.656136 4.066347 -0.336 -0.041 0.134
H 2.452011 -0.813468 2.398224 0.090 0.296 -0.101
H 4.560187 0.489930 2.560564 -0.230 0.199 -0.069
H 4.556514 2.932000 2.050485 -0.305 -0.121 -0.022
H 2.426317 4.073817 1.435653 0.013 -0.294 0.200
H 0.288083 2.861450 1.511722 0.448 -0.266 0.068
H -1.177012 -2.340683 0.162718 0.203 -0.109 0.222
H -0.900563 -4.770314 0.535084 0.071 0.144 0.269
H 0.244251 -5.601370 2.588984 -0.036 0.233 0.008
H 1.129611 -3.974573 4.275276 -0.192 0.045 -0.299
H 0.905311 -1.531028 3.875597 -0.146 -0.284 -0.131
H 0.749674 -1.590159 -3.595911 -0.301 -0.093 0.031
H -0.097028 -3.466972 -4.933635 -0.277 0.119 0.157
H -2.512870 -4.117654 -4.786787 0.036 0.111 0.075
H -4.063068 -2.826239 -3.323707 0.292 0.047 -0.062
H -3.218836 -0.914215 -1.998832 0.198 -0.252 -0.164
H -1.181126 3.325366 -1.107367 0.224 -0.104 -1.439
H -1.348910 5.078653 -2.700590 0.244 -0.250 -0.243
H -0.555711 4.809456 -5.049849 -0.094 -0.183 0.175
H 0.115414 2.559796 -5.901210 -0.106 0.072 0.265
H -0.040349 0.582319 -4.385354 -0.089 0.335 0.070
H 1.765416 1.997201 -1.930814 0.101 -0.107 -0.014
H 4.170405 1.626801 -1.462196 -0.142 -0.205 -0.088
H 4.982960 -0.645320 -0.869166 -0.185 0.112 -0.081
H 3.388948 -2.530985 -0.654994 -0.085 0.213 -0.156
H 0.976894 -2.167463 -1.127605 0.198 0.110 -0.003
H 6.087971 -2.056858 0.025149 -0.125 -0.452 0.024
H 5.691049 -2.690156 -0.059829 0.278 0.277 0.079
C -4.003869 1.298109 0.022127 -1.858 -0.539 -0.134
H -4.109180 0.343425 -0.520584 0.290 0.218 0.134
H -4.617049 2.049792 -0.493082 0.430 0.071 -0.012
H -4.412207 1.163970 1.034362 0.295 0.094 -0.115
```
Positions in Å, forces in eV/Å.